The following is a DFT calculation (wB97M-V/def2-TZVPD) of a single C5H8ClOP molecule at a distorted geometry.

```
16
Properties=species:S:1:pos:R:3:forces:R:3
C -0.3549 1.0311 -1.5416 -1.1 2.8 5.7
C -0.6722 -0.2277 -0.7283 -2.5 0.7 2.5
C 0.5206 -1.0225 -0.7533 2.6 -0.7 -1.1
C 1.3900 -1.0322 0.2575 -1.2 0.5 2.0
P 0.5469 -0.2884 1.7710 -0.3 -2.4 -0.4
O 0.4032 -1.0987 3.0021 0.2 0.0 -0.6
Cl 1.6035 1.3272 2.2680 0.2 0.9 -0.3
C -1.0193 0.0678 0.9546 0.6 3.0 -3.4
H 0.3387 1.7689 -0.9429 -0.7 -1.8 -1.2
H -1.2238 1.6606 -1.6384 -0.7 0.0 -0.4
H -0.0093 0.7620 -2.4267 1.9 -0.8 -4.1
H -1.4585 -0.8551 -1.2631 0.4 1.1 1.0
H 0.6590 -1.3201 -1.8188 0.8 -0.6 1.0
H 2.3541 -1.4588 0.5036 0.0 -0.2 -0.9
H -1.2292 1.2169 1.0739 0.0 -2.2 -0.2
H -1.8488 -0.5311 1.2826 -0.1 -0.2 0.3
```
Forces are in eV/Å.

Values from the calculation:
Structure (SMILES)   C[C@H]1C=C[P@@](=O)(Cl)C1



The following is a DFT calculation (wB97M-V/def2-TZVPD) of a molecular structure, C31H50AsN4O10PSTa.

```
99
Properties=species:S:1:pos:R:3:forces:R:3
Ta -0.0364 0.1237 1.4963 -0.3 0.3 -0.3
O 1.0527 -2.2364 -1.4965 0.0 0.1 0.0
C 0.8199 -2.1996 -0.3127 0.1 -0.1 0.1
O 1.0071 -1.0752 0.3837 0.2 -0.1 0.2
C 0.3818 -3.3841 0.4764 -0.1 0.0 0.0
C 0.4075 -4.5986 -0.2205 0.0 0.0 0.0
C 0.0737 -5.7891 0.3859 0.0 0.0 0.0
C -0.2923 -5.7787 1.7290 0.0 0.0 0.0
C -0.3348 -4.5897 2.4274 0.0 0.0 0.0
C -0.0109 -3.3645 1.8264 0.0 0.0 0.0
S -0.1570 -1.9748 2.9181 0.0 0.1 0.0
H 0.7104 -4.5689 -1.2583 0.0 0.0 0.0
H 0.1076 -6.7154 -0.1705 0.0 0.0 0.0
H -0.5493 -6.7014 2.2330 0.0 0.0 0.0
H -0.6293 -4.5875 3.4694 0.0 0.0 0.0
O -1.0027 4.0799 1.8401 0.0 0.0 0.0
C -0.9134 2.8974 1.9562 0.1 -0.1 0.0
O -0.0640 2.1178 1.2827 -0.1 0.1 0.3
C -1.8126 2.0225 2.8695 0.0 -0.1 0.0
O -2.7721 2.4424 3.4434 0.0 0.0 0.0
O -1.3986 0.7586 2.8697 0.0 -0.1 -0.1
C -0.1793 3.3316 -3.3005 0.1 0.0 0.0
N -0.3889 2.0341 -2.6828 0.0 -0.1 0.0
C -0.7786 0.9188 -3.5319 0.0 0.0 0.0
C -0.1579 1.8399 -1.3977 -0.1 0.3 0.0
O -0.3119 0.7413 -0.8407 0.3 -0.2 0.1
H -1.0921 3.6640 -3.7951 0.0 0.0 0.0
H 0.6281 3.2701 -4.0313 0.0 0.0 0.0
H 0.0968 4.0579 -2.5403 0.0 0.0 0.0
H -1.3128 1.3066 -4.3965 0.0 0.0 0.0
H -1.4231 0.2425 -2.9746 0.0 0.0 0.0
H 0.0963 0.3599 -3.8700 0.0 0.0 0.0
H 0.1442 2.7259 -0.8298 0.0 -0.1 0.0
C 3.9652 4.6943 -5.0797 0.0 0.0 0.0
C 3.6421 3.7418 -3.9632 -0.1 0.0 0.0
C 3.4930 4.1911 -2.6575 0.0 0.0 0.0
C 3.2177 3.3247 -1.6065 0.0 0.0 0.0
C 3.0681 3.9009 -0.2237 0.0 0.0 0.0
C 3.0842 1.9490 -1.8928 -0.1 0.2 0.1
C 2.8208 0.9618 -0.8463 0.1 -0.1 0.1
O 2.8520 1.1712 0.3576 0.0 0.0 -0.1
C 3.1854 1.4799 -3.2189 0.1 -0.1 0.0
C 3.0366 0.0149 -3.5599 -0.1 0.0 0.0
C 3.4727 2.3843 -4.2262 0.0 0.0 0.0
H 3.9294 5.7289 -4.7439 0.0 0.0 0.0
H 3.2677 4.5743 -5.9099 0.0 0.0 0.0
H 4.9656 4.4989 -5.4694 0.0 0.0 0.0
H 3.5970 5.2496 -2.4471 0.0 0.0 0.0
H 3.1425 4.9870 -0.2643 0.0 0.0 0.0
H 3.8475 3.5246 0.4353 0.0 0.0 0.1
H 2.1186 3.6285 0.2416 0.0 0.0 0.0
H 2.5743 -0.0522 -1.1992 0.0 0.1 0.0
H 3.8204 -0.5832 -3.0924 0.0 0.0 0.0
H 3.1116 -0.1276 -4.6362 0.0 0.0 0.0
H 2.0801 -0.3978 -3.2285 0.1 0.0 0.0
H 3.5827 2.0250 -5.2436 0.0 0.0 0.0
C -2.4903 -2.3518 -1.5614 0.0 -0.1 0.0
N -3.2938 -2.3706 -0.3388 0.1 0.0 -0.1
C -4.5138 -3.1603 -0.4651 0.0 0.0 0.0
P -3.1712 -1.1385 0.7341 0.0 -0.1 0.1
O -1.7143 -0.6848 0.6645 0.1 0.1 0.0
N -3.7350 -1.7451 2.1308 0.0 0.0 0.0
C -3.4831 -3.1177 2.5628 0.0 0.0 0.0
C -4.1344 -0.8638 3.2311 0.0 0.0 0.0
N -4.0823 0.1788 0.4110 0.0 0.1 0.0
C -5.5373 0.0955 0.4668 0.0 0.1 0.0
C -3.5726 1.4963 0.0549 0.0 0.0 0.0
H -2.1078 -3.3552 -1.7582 0.0 0.0 0.0
H -1.6435 -1.6798 -1.4581 0.0 0.0 0.0
H -3.0968 -2.0373 -2.4172 0.0 0.0 0.0
H -4.2483 -4.1913 -0.7057 0.0 0.0 0.0
H -5.1569 -2.7772 -1.2632 0.0 0.0 0.0
H -5.0734 -3.1602 0.4664 0.0 0.0 0.0
H -3.0357 -3.7020 1.7647 0.0 0.0 0.0
H -4.4237 -3.5825 2.8689 0.0 0.0 0.0
H -2.7988 -3.1165 3.4122 0.0 0.0 0.0
H -4.2723 0.1565 2.8865 0.0 0.0 0.0
H -3.3620 -0.8502 4.0012 0.0 0.0 0.0
H -5.0685 -1.2292 3.6621 0.0 0.0 0.0
H -5.8550 -0.9004 0.7647 0.0 0.0 0.0
H -5.9696 0.3226 -0.5102 0.0 0.0 0.0
H -5.9325 0.8098 1.1933 0.0 0.0 0.0
H -2.4965 1.4616 -0.0764 0.0 0.0 0.0
H -3.8201 2.2289 0.8267 0.0 0.0 0.0
H -4.0203 1.8235 -0.8871 0.0 0.0 0.0
C 4.1625 1.2378 3.2655 0.0 0.0 0.0
As 2.9021 -0.1867 3.2472 0.1 -0.1 0.1
C 2.6568 -0.8541 5.0163 0.0 0.0 0.0
C 3.4711 -1.5930 2.0925 0.0 0.0 0.0
O 1.4399 0.5338 2.7733 -0.3 -0.1 -0.5
H 5.0599 0.9439 3.8068 0.0 0.0 0.0
H 3.6858 2.0847 3.7560 0.0 0.0 0.0
H 4.3899 1.4869 2.2327 0.0 0.1 0.0
H 3.5749 -1.3350 5.3511 0.0 0.0 0.0
H 1.8396 -1.5725 4.9860 0.0 0.0 0.0
H 2.4095 -0.0238 5.6746 0.0 0.0 0.0
H 4.4891 -1.8681 2.3683 0.0 0.0 0.0
H 3.4415 -1.2095 1.0766 0.0 0.0 0.0
H 2.8032 -2.4442 2.2086 0.0 0.0 0.0
```
Forces are in eV/Å.

Values from the calculation:
Net charge   +1



The following is a DFT calculation (wB97M-V/def2-TZVPD) of a single C3H6O molecule.

```
10
Properties=species:S:1:pos:R:3:forces:R:3
C -1.5920 0.3130 0.3851 -0.7 0.2 0.0
C 0.4857 -0.4274 0.5911 0.4 0.2 -0.4
O -0.2219 0.6888 0.4865 0.0 -0.6 -0.4
C 1.5811 -0.2912 -0.4088 0.3 0.0 0.1
H -2.1216 1.2465 0.2411 -0.4 0.0 0.2
H -1.6880 -0.3010 -0.5176 -0.3 0.2 0.2
H -1.9253 -0.2648 1.2477 0.0 0.2 0.0
H 1.4126 -1.1672 -1.0568 0.2 0.1 0.1
H 1.5090 0.6208 -1.0165 0.2 -0.1 0.2
H 2.5604 -0.4176 0.0481 0.2 -0.1 -0.1
```
Forces are in eV/Å.



The following is a DFT calculation (wB97M-V/def2-TZVPD) of a molecular structure, C37H45N9 at a distorted geometry.

```
91
Properties=species:S:1:pos:R:3:forces:R:3
N 1.3821 -1.0573 -0.8247 -4.3 3.5 -3.6
C 0.0852 -1.3823 -0.9643 -0.2 2.8 -0.2
C -0.6490 -0.1299 -0.9559 -0.6 -3.6 -0.6
C 0.2576 0.8524 -0.8328 0.9 2.8 -1.4
C 1.5101 0.3190 -0.7797 2.4 -1.2 -3.4
H 2.1699 -1.6871 -0.7715 -2.7 2.5 -0.6
H -0.2400 -2.4074 -0.8656 1.0 1.0 -1.1
H -1.7024 0.0779 -1.0727 0.4 -1.0 -0.3
H 0.0511 1.9059 -0.7147 0.4 -1.4 0.7
H 2.4259 0.7985 -0.4670 -0.5 -0.2 -0.7
N -1.9434 4.6237 0.1444 1.4 -0.7 -1.3
C -2.0832 3.4702 -0.5648 -1.5 -1.0 -1.9
C -0.9957 3.1753 -1.3826 -1.0 2.8 1.0
C -0.0740 4.2369 -1.0944 -2.5 1.4 -1.7
C -0.6919 5.0717 -0.1723 -0.9 1.8 -1.8
H -2.6345 5.0849 0.7187 0.3 -0.2 -0.2
H -3.0249 2.9420 -0.5437 0.4 0.3 -0.1
H -0.8309 2.3095 -2.0068 -0.7 0.8 -0.3
H 0.8871 4.4309 -1.5472 -0.4 0.1 0.1
H -0.3860 6.0316 0.2169 0.3 -0.1 0.0
N 3.4340 3.2497 1.5638 0.3 1.3 -0.7
C 2.3767 4.1050 1.7677 2.1 -0.6 2.9
C 1.4633 3.8956 0.8434 -0.7 0.4 -1.1
C 1.9982 3.0065 -0.1181 2.0 -0.2 0.4
C 3.2515 2.6259 0.3540 -0.3 0.7 0.1
H 4.2206 3.2323 2.1971 0.0 -0.4 -0.5
H 2.4056 4.6758 2.6841 -0.3 0.2 -0.1
H 0.5650 4.4533 0.6230 1.5 -0.9 1.9
H 1.5293 2.7513 -1.0569 0.9 -0.1 0.4
H 4.0345 1.9863 -0.0258 -0.2 0.1 -0.1
N 0.5882 -0.3933 1.2062 -3.3 -3.0 8.9
C 1.3531 -1.1719 2.0440 -1.6 1.0 1.3
C 0.6622 -1.5526 3.1970 2.2 -0.6 -0.7
C -0.6222 -1.1249 3.0392 -2.0 2.1 -1.6
C -0.6587 -0.3794 1.8362 0.3 -0.8 0.8
H 0.7418 0.1108 0.3446 0.0 0.1 2.8
H 2.4016 -1.2269 1.7908 -5.3 0.8 3.0
H 1.0911 -2.0041 4.0793 0.1 -0.3 -0.2
H -1.4619 -1.2447 3.7078 0.0 0.0 0.0
H -1.5220 0.0522 1.3515 1.2 -0.7 0.8
N 2.6918 -2.9548 -1.5292 2.2 -0.7 -0.3
C 3.4265 -2.0778 -0.6687 2.9 -3.9 0.0
C 2.8611 -2.2459 0.5816 4.7 -4.1 -1.1
C 1.8929 -3.2322 0.5048 -1.0 -1.5 -0.4
C 1.7222 -3.6165 -0.8309 1.6 0.1 1.4
H 2.7953 -2.9216 -2.5334 -0.3 0.0 0.1
H 4.2407 -1.4549 -1.0085 -0.3 -0.1 -0.2
H 3.1847 -1.6805 1.4430 2.4 -4.0 -2.3
H 1.2888 -3.4843 1.3638 -0.1 -0.2 -0.3
H 1.0151 -4.2852 -1.2993 0.1 0.1 0.0
N -4.3374 2.0504 2.2012 1.3 -2.1 -1.5
C -3.1188 2.1912 1.5136 -1.1 0.3 0.9
C -2.8388 1.0248 0.7694 -0.9 4.0 0.9
C -3.8762 0.1692 1.0119 -2.4 -0.7 1.0
C -4.7930 0.7831 1.9012 0.4 -0.2 -0.7
H -4.8712 2.7087 2.7506 0.5 0.0 -0.2
H -2.6926 3.1802 1.5948 0.4 -0.8 0.1
H -2.0213 0.8970 0.0752 -0.9 0.8 0.8
H -3.9413 -0.7812 0.5031 -0.4 -0.2 0.4
H -5.7576 0.4965 2.2934 0.2 -0.4 -0.2
N 4.5368 -0.5954 2.2396 0.6 0.1 -1.0
C 4.6466 -0.0651 3.4625 0.3 0.0 2.1
C 3.5634 0.7730 3.7029 1.1 0.5 -0.3
C 2.8698 0.8121 2.5093 -0.3 0.1 -0.9
C 3.4405 -0.0712 1.6140 1.9 4.8 0.4
H 5.1913 -1.2740 1.8774 -0.2 0.2 -0.1
H 5.4724 -0.3969 4.0744 -0.2 0.2 0.2
H 3.3490 1.4849 4.4862 0.3 -0.5 0.4
H 1.9566 1.3554 2.3158 0.1 0.0 0.1
H 3.1640 -0.2122 0.5796 0.9 0.4 0.9
N -2.7942 -3.8403 0.0465 -0.5 -0.9 -0.3
C -3.6954 -4.2181 -0.8818 -0.5 0.3 -1.7
C -3.5159 -3.3813 -2.0152 -2.3 -2.5 0.9
C -2.4835 -2.5183 -1.7593 1.1 -0.1 2.2
C -2.0463 -2.8662 -0.4929 0.6 1.0 1.4
H -2.6947 -4.3113 0.9343 0.3 0.4 -0.2
H -4.3059 -5.1000 -0.7552 -0.1 0.2 0.0
H -4.1731 -3.5003 -2.8639 0.2 0.2 -0.2
H -2.1329 -1.6773 -2.3391 0.0 -1.4 1.3
H -1.2574 -2.4372 0.1072 -1.2 -0.2 0.6
N 0.0327 -1.5863 -3.8925 -0.4 0.0 -0.8
C -0.6837 -2.5700 -4.4868 -0.7 1.6 0.4
C -2.0749 -2.5149 -4.6058 0.7 -0.3 -1.0
C -2.7300 -1.3938 -4.1895 -0.1 0.5 -0.6
C -2.0262 -0.4314 -3.4859 0.6 1.3 -1.4
C -0.6204 -0.4985 -3.3919 -0.5 -1.8 -1.8
H -0.2097 -3.3623 -5.0471 0.7 -0.2 0.5
H -2.6004 -3.3219 -5.0945 0.0 0.0 -0.1
H -3.7969 -1.3151 -4.3375 -0.1 0.1 0.2
H -2.6240 0.3135 -2.9818 0.3 0.5 -0.1
H 0.0062 0.2404 -2.9146 -0.2 -0.1 -0.7
```
Forces are in eV/Å.



The following is a DFT calculation (wB97M-V/def2-TZVPD) of a molecular structure, C12H19AuBr2N3O2 at a distorted geometry.

```
39
Properties=species:S:1:pos:R:3:forces:R:3
Au -0.9433 0.5350 -0.7610 0.4 -0.2 0.1
Br 2.8875 1.2777 -0.3373 -0.1 0.0 -0.1
C 2.7083 3.0396 0.4016 0.2 0.2 0.1
Br 1.1592 4.0373 -0.1514 -0.1 -0.1 -0.1
H 3.5683 3.6144 0.0869 0.0 0.0 0.0
H 2.6570 2.9470 1.4775 0.0 0.0 0.0
C -2.5704 4.4950 -1.4277 0.0 0.0 0.3
C -1.9370 3.1346 -1.5706 0.3 2.2 -2.2
C -3.0863 2.4098 0.2157 -0.7 -0.6 1.7
C -1.3064 2.9859 -2.9145 0.3 -0.4 0.0
N -2.0179 2.2410 -0.6992 0.1 -1.1 -0.9
H -3.3009 4.6848 -2.2136 -0.1 -0.1 0.0
H -1.7885 5.2430 -1.5672 0.1 0.0 -0.1
H -3.0286 4.6774 -0.4641 0.0 0.1 0.0
H -3.9611 2.8568 -0.2525 0.0 -0.1 0.1
H -2.7544 3.0037 1.0566 -0.2 0.1 0.5
H -3.3267 1.4069 0.5425 -0.4 0.0 0.4
H -2.0228 3.4241 -3.6116 0.2 -0.1 -0.2
H -1.1151 1.9509 -3.1972 -0.1 0.0 0.1
H -0.3732 3.5312 -2.9957 0.2 0.2 0.0
O -0.4118 -4.5245 4.3165 0.0 0.0 0.0
C 0.8117 -4.6638 3.6351 0.0 0.0 0.0
N 0.6489 -3.8466 2.4487 0.0 0.0 0.0
C 1.6361 -3.7605 1.5368 0.1 0.0 0.0
O 2.7120 -4.3128 1.6662 -0.1 0.0 0.0
C 1.3691 -2.9179 0.3154 0.0 0.0 0.0
C 2.1197 -3.1760 -0.8218 0.0 0.0 -0.1
C 1.9205 -2.4028 -1.9534 0.0 -0.1 0.1
C 0.9972 -1.3814 -1.9042 -0.1 0.1 0.0
N 0.2839 -1.1087 -0.7980 0.0 -0.1 -0.2
C 0.4690 -1.8690 0.2889 -0.1 0.0 0.1
H -0.4120 -5.0937 5.0909 0.0 0.0 0.0
H 1.0114 -5.7015 3.3510 0.0 0.0 0.0
H 1.6584 -4.2885 4.2152 0.0 0.0 0.0
H -0.2958 -3.5635 2.2446 0.0 0.0 0.0
H 2.8497 -3.9743 -0.7902 0.0 0.0 0.0
H 2.4765 -2.5777 -2.8628 0.0 0.0 0.0
H 0.8160 -0.7426 -2.7569 0.0 0.0 0.0
H -0.1082 -1.5904 1.1606 0.0 0.0 0.0
```
Forces are in eV/Å.

Values from the calculation:
Net charge   +1



These records have LUMO level values of 0.028, -0.090, 0.030, 0.024, -0.111 Eh, in the order they appear.
These records have Kohn-Sham gap values of 10.79, 7.93, 9.16, 6.69, 9.46 eV, in the order they appear.
These records have relative energy (zero: lowest compared OMol25 entry of this formula, charge and spin) values of 86.5, 38.7, 341.5, 1991.5, 0.0 kJ/mol, in the order they appear.